# 1
{"formula": "C5H14N2", "method": "ωB97M-V/def2-TZVPD", "elements": ["C", "N", "C", "C", "H", "H", "H", "H", "H", "H", "H", "C", "N", "C", "H", "H", "H", "H", "H", "H", "H"], "coordinates": [[1.278, 1.611, -0.290], [1.154, 0.388, -0.547], [2.198, -0.262, -1.318], [2.569, -1.577, -0.649], [2.168, 2.166, -0.618], [0.526, 2.181, 0.242], [1.757, -0.488, -2.293], [3.043, 0.412, -1.500], [3.317, -2.111, -1.233], [2.930, -1.388, 0.359], [1.689, -2.218, -0.636], [-2.507, 0.438, 1.968], [-1.764, 0.653, 0.758], [-2.254, -0.184, -0.334], [-3.520, 0.824, 1.857], [-2.518, -0.614, 2.294], [-2.099, 0.994, 2.814], [-0.783, 0.437, 0.875], [-2.280, -1.232, 0.008], [-1.620, -0.122, -1.209], [-3.285, 0.093, -0.546]], "forces_ev_per_angstrom": [[0.683, 0.341, -0.291], [-0.428, 0.004, 0.138], [-0.352, -0.165, -0.126], [0.051, 0.146, -0.456], [-0.045, 0.066, 0.025], [-0.255, -0.190, 0.126], [0.031, 0.022, -0.054], [0.163, -0.088, 0.149], [0.204, 0.095, 0.099], [0.035, -0.206, 0.098], [-0.068, 0.027, 0.304], [0.052, 0.009, 0.666], [0.377, 0.315, -0.673], [-0.224, -0.379, 1.004], [-0.189, -0.278, -0.123], [-0.305, -0.042, -0.141], [0.280, 0.142, -0.160], [0.009, -0.024, 0.139], [-0.030, -0.113, -0.300], [0.020, 0.216, -0.111], [-0.008, 0.103, -0.313]], "de_lowest_kcal_mol": 36.5, "smiles": "C=NCC.CNC", "homo_energy_ev": -8.4380, "lumo_energy_ev": 1.0900, "spin_multiplicity": 1, "homo_lumo_gap_ev": 9.528}

***

# 2
{"formula": "C7H8FN3O3", "method": "ωB97M-V/def2-TZVPD", "elements": ["O", "N", "O", "C", "C", "C", "F", "C", "C", "C", "N", "C", "N", "O", "H", "H", "H", "H", "H", "H", "H", "H"], "coordinates": [[2.648, -2.896, -1.020], [2.002, -2.420, -0.108], [1.729, -3.117, 0.825], [1.687, -1.021, -0.089], [2.210, -0.079, -0.905], [1.823, 1.340, -0.768], [2.940, 2.053, -1.059], [1.456, 1.673, 0.608], [0.865, 0.741, 1.381], [0.553, -0.672, 0.785], [-0.592, -0.571, -0.029], [-1.644, -1.301, 0.067], [-2.789, -1.047, -1.054], [-2.474, 0.178, -1.647], [3.171, -0.145, -1.386], [1.021, 1.634, -1.390], [1.608, 2.725, 0.792], [0.347, 0.881, 2.291], [0.390, -1.519, 1.469], [-1.892, -2.136, 0.748], [-3.770, -0.961, -0.609], [-1.468, 0.413, -1.356]], "forces_ev_per_angstrom": [[0.153, 0.971, -1.310], [2.465, -1.169, -1.190], [-1.494, -0.263, 2.166], [-0.134, 1.399, -1.635], [0.465, -1.644, 1.399], [0.555, -1.108, 0.949], [1.139, 1.152, -0.876], [-1.493, -1.071, 1.670], [-0.177, -0.253, -1.513], [0.674, 0.207, 1.088], [-3.963, -0.633, -1.297], [-1.392, 1.413, -2.266], [2.124, -0.557, 3.444], [2.090, 1.164, 0.106], [-0.120, -0.788, -0.713], [-0.876, 0.302, -1.167], [-0.168, 0.051, 0.722], [0.026, 0.672, 1.009], [0.495, 0.784, 0.579], [0.359, 0.436, -0.293], [2.181, 0.086, -0.477], [-2.910, -1.150, -0.396]], "de_lowest_kcal_mol": 102.6, "smiles": "O=[N+]([O-])C1=C[C@H](F)C=C[C@H]1/N=C/NO", "homo_energy_ev": -9.0547, "lumo_energy_ev": -0.8300, "spin_multiplicity": 1, "homo_lumo_gap_ev": 8.225}